Record 1
{
  "formula": "C6H9ClN2",
  "method": "ωB97M-V with the def2-TZVPD basis set",
  "species": ["N", "C", "H", "H", "C", "H", "C", "C", "C", "H", "H", "H", "N", "H", "C", "H", "Cl", "H"],
  "xyz": [[-1.71744, 1.78724, -0.45827], [-1.18157, -0.57777, -0.26022], [0.28052, 0.89674, 2.25914], [2.15412, -0.77007, 1.99343], [0.63530, 0.56755, 1.35761], [-0.30509, 0.92202, -1.51778], [-0.27049, -1.53078, -0.34079], [1.71346, -0.20798, 1.23410], [1.06861, -1.24355, -0.91266], [1.11769, -1.48429, -1.93346], [3.07165, -0.43931, -0.46641], [-2.57890, 1.64680, 0.03316], [-1.12333, 0.54876, -1.11149], [-0.47679, -2.32869, 0.27958], [2.00573, -0.66900, -0.15074], [-1.79468, 2.53630, -1.19462], [-2.73207, -0.69161, 0.60445], [0.13329, 1.03764, 0.58497]],
  "atomic_forces_ev_per_a": [[1.848, 0.926, -1.556], [-0.408, 0.836, -2.120], [-0.707, 0.470, 2.573], [0.865, -0.268, 1.538], [2.479, -0.539, 0.570], [1.473, -0.668, 0.001], [-0.236, 1.422, 0.236], [-1.976, 0.057, -2.258], [-0.481, 0.192, 1.327], [0.939, -0.353, -1.263], [-1.456, -0.560, -0.193], [-0.417, -0.523, -0.425], [-4.117, 1.654, 1.694], [0.010, -2.077, 0.922], [1.667, 0.575, -0.209], [-0.233, -1.468, 1.028], [1.043, -0.338, -0.424], [-0.293, 0.661, -1.443]],
  "smiles": "C=C/C=C\\C=C(\\Cl)NN",
  "de_lowest_kj_mol": 317.6,
  "lumo_ev": 0.83,
  "energy_ha": -803.56614
}

Record 2
{
  "formula": "C4H30BO23",
  "method": "ωB97M-V with the def2-TZVPD basis set",
  "species": ["H", "O", "O", "O", "H", "H", "O", "C", "H", "O", "O", "C", "C", "H", "H", "O", "O", "H", "O", "H", "O", "H", "H", "H", "O", "H", "O", "H", "O", "O", "C", "H", "H", "H", "H", "H", "H", "H", "H", "O", "H", "O", "H", "O", "O", "H", "H", "O", "H", "B", "H", "H", "O", "H", "O", "H", "O", "O"],
  "xyz": [[-3.34491, 0.22527, -2.35557], [-2.45647, -2.05147, 0.69300], [-1.60512, 3.41688, -0.24190], [-0.32772, -0.64183, -0.67673], [-0.98435, 5.89105, 4.12453], [0.11937, 2.61917, 4.00034], [-1.47364, -2.16504, -4.24850], [0.52367, -2.50073, 0.20108], [0.29780, -5.23782, -0.49737], [3.93727, -2.04099, -1.36742], [0.66568, 5.28150, -0.68445], [1.82811, 1.68201, -0.24339], [-0.40327, -1.85401, -0.78800], [4.27189, 4.23079, -2.77364], [-1.94979, -0.24687, -2.33112], [-2.80924, -0.50285, -2.35301], [3.47242, 4.61040, -2.60577], [-0.14970, 1.59458, -2.54432], [-1.69194, 0.86372, 1.47121], [-0.04446, -4.11434, 2.15825], [3.27538, -2.68369, 2.98628], [-0.02561, 2.53353, 2.45571], [4.27946, -2.30597, -0.53392], [-0.14947, 4.88342, 3.16294], [1.32343, -1.53205, 0.53174], [-1.59847, -3.12484, -4.34274], [-0.90184, 1.43017, -2.03156], [-0.94739, -3.72087, 3.42877], [2.30179, 2.63079, -0.81025], [0.50768, -3.65765, 0.58010], [0.99596, 1.73322, 0.92422], [1.04735, 6.23023, -0.65383], [1.44485, 4.85850, -0.41419], [0.57644, -5.35993, -2.13403], [-1.83725, 0.87289, 2.42147], [-2.83208, -2.86084, 0.25266], [-0.88629, 0.29704, 1.23110], [2.95263, 4.03164, -1.98994], [-2.55341, -3.33994, -1.43653], [1.84048, 0.51158, -0.65908], [-1.63330, -2.09315, -3.21126], [0.46362, 0.67870, 1.15284], [3.05217, -1.98377, -1.13684], [-3.32026, -3.87398, -1.03768], [0.18665, -5.72536, -1.36071], [-1.70967, 3.04985, 0.62258], [-0.67090, 3.88587, -0.24678], [-0.43780, 2.94954, 3.38706], [-1.17119, 2.24313, -1.42172], [0.82340, -0.24213, 0.07440], [2.58448, -3.31277, 3.43123], [-2.94055, -1.24698, 0.18751], [-0.54037, -4.30181, 3.01338], [2.81788, -1.83683, 2.87734], [-1.11542, -2.47671, -1.56254], [-3.25517, -4.65210, -1.24671], [-0.63710, 5.65028, 3.08986], [0.81427, 2.80160, 1.48190]],
  "atomic_forces_ev_per_a": [[-1.733, 2.994, -0.084], [-1.945, 2.262, -1.362], [2.870, 1.591, -1.463], [0.002, 5.244, -0.390], [1.661, -1.369, -4.619], [2.733, -1.655, 3.492], [-0.512, -0.683, 2.788], [-0.567, -1.880, -0.048], [0.161, -0.104, -2.063], [1.929, 0.026, -1.244], [-0.104, 3.538, -0.424], [1.491, 3.396, -2.044], [-2.602, -6.046, -1.569], [3.235, -1.878, -0.491], [3.826, 1.904, 0.175], [-2.629, -4.579, 0.166], [-4.179, 1.416, 1.376], [1.626, 0.897, -1.104], [-1.072, -0.683, -0.701], [-1.438, 0.477, 1.858], [-1.801, -1.522, 1.253], [-1.435, 2.021, 2.973], [1.073, -0.459, 1.115], [1.370, -3.198, 0.585], [1.841, 0.204, 1.884], [0.147, 0.426, -0.284], [-2.249, 1.447, 2.389], [-5.570, 8.903, 5.016], [0.435, 0.589, 0.285], [0.650, 1.577, -0.374], [1.499, 7.361, 0.439], [-1.579, -1.965, -0.239], [1.730, -1.820, 0.695], [0.668, 1.089, -0.214], [0.225, -0.190, 0.009], [0.200, 0.808, 0.625], [-3.802, 1.299, 1.596], [0.998, 0.458, -0.962], [-1.393, -1.319, 0.550], [-0.059, -4.521, -1.642], [0.436, 0.144, -3.134], [0.949, -5.935, 1.312], [-2.922, 0.419, 0.178], [-0.197, 14.084, 2.697], [-0.938, -1.087, 2.078], [-0.092, -0.611, 1.084], [-2.810, -0.807, 0.233], [-2.687, 0.134, -3.595], [0.681, -1.642, -1.459], [0.997, -1.469, -0.680], [1.801, 1.883, -1.348], [1.705, -2.742, 1.706], [6.934, -9.432, -6.573], [-0.038, -0.415, 0.035], [1.403, 0.353, 0.293], [1.338, -13.232, -3.539], [-3.229, 4.822, 3.966], [0.968, -0.521, -1.201]],
  "de_lowest_kj_mol": 819.8,
  "lumo_ev": 1.54,
  "charge": -1,
  "energy_ha": -1925.88970
}

Record 3
{
  "formula": "C6H12O",
  "method": "ωB97M-V with the def2-TZVPD basis set",
  "species": ["H", "H", "C", "O", "H", "H", "H", "C", "C", "C", "C", "H", "H", "H", "H", "H", "H", "C", "H"],
  "xyz": [[-2.91270, 1.17059, -0.19839], [2.35802, -0.89195, 0.85215], [-0.28824, -1.05142, 0.45157], [-2.12498, -1.45773, -0.54989], [0.77706, 0.47033, -0.68619], [-1.36565, 1.69659, 0.51074], [-0.51602, -2.76924, -1.00303], [-1.68305, -0.47042, 0.41085], [-1.84491, 0.94779, -0.12863], [1.69173, 0.90004, -0.27548], [-0.73813, -1.70900, -0.82528], [-2.21524, -0.57607, 1.36564], [-0.39416, -1.13117, -1.70334], [3.12916, 0.61327, 1.30646], [2.41436, 0.79582, -1.08880], [1.47820, 1.96854, -0.10391], [-1.42292, 1.01697, -1.13605], [2.18275, 0.18273, 0.98869], [1.47471, 0.29432, 1.81289]],
  "atomic_forces_ev_per_a": [[0.114, -0.027, 0.035], [-0.225, 0.358, -0.123], [-0.423, -0.201, -0.314], [-0.495, 0.049, -0.330], [-0.060, 0.008, 0.168], [-0.057, -0.195, -0.057], [0.058, 0.177, 0.138], [-0.085, 0.075, 0.251], [-0.013, 0.069, -0.028], [0.140, -0.058, 0.048], [0.056, -0.296, -0.086], [0.069, 0.009, -0.038], [0.056, -0.144, 0.172], [0.187, 0.186, 0.025], [0.090, 0.210, 0.089], [0.233, -0.382, -0.026], [-0.010, 0.002, 0.156], [0.245, 0.240, 0.079], [0.120, -0.080, -0.160]],
  "de_lowest_kj_mol": 530.0,
  "lumo_ev": -0.29,
  "energy_ha": -310.85740
}

Record 4
{
  "formula": "C19H15BiBrFN2",
  "method": "ωB97M-V with the def2-TZVPD basis set",
  "species": ["H", "Bi", "N", "C", "C", "H", "C", "C", "H", "C", "H", "N", "C", "H", "C", "H", "H", "C", "H", "C", "C", "C", "H", "H", "H", "Br", "C", "C", "C", "H", "C", "H", "C", "H", "H", "F", "C", "C", "C"],
  "xyz": [[-3.00640, 1.17735, -0.76372], [-1.01807, 1.70045, 1.02717], [0.57906, -0.34618, 1.08236], [3.77148, -1.08385, -1.55658], [-1.55673, 0.27350, 2.66151], [-2.17212, -0.37610, -0.48889], [0.50815, 1.26850, -4.10103], [2.96750, 0.03496, -1.70373], [-3.66102, -0.34835, 5.24647], [-1.18998, 0.88239, -1.93930], [-0.07903, -2.42405, 4.12067], [0.48789, -1.03454, 2.09518], [-0.08799, 2.36673, -3.51508], [-3.34694, 1.20999, 3.36435], [-0.57356, -0.19576, -2.57245], [-0.75030, -1.19966, -2.20232], [2.27941, -2.46010, 1.16718], [1.69289, -0.63421, 0.21884], [1.28042, 1.12376, -0.94196], [-0.65103, -0.76623, 2.90532], [-2.80777, -0.46985, 4.58953], [2.48774, -1.76607, 0.36471], [0.76365, -0.84840, -4.14364], [-2.03462, -2.16706, 5.65656], [4.14351, -2.86612, -0.41417], [-3.20616, 3.25497, 1.44448], [-0.93332, 2.16430, -2.43309], [-1.89875, -1.49248, 4.82153], [-2.03759, 0.68149, -0.72000], [0.11000, 3.35753, -3.90342], [-0.81258, -1.63834, 3.97666], [-1.41016, 3.02194, -1.96513], [1.92247, 0.25729, -0.81757], [3.14145, 0.73299, -2.51258], [4.58336, -1.26185, -2.25064], [1.34520, 1.45876, -5.14287], [3.52503, -1.98473, -0.52313], [-2.63402, 0.41002, 3.52305], [0.27894, -0.01300, -3.65427]],
  "atomic_forces_ev_per_a": [[0.045, -0.004, -0.062], [-0.215, 0.312, 0.092], [0.368, 0.253, -0.795], [-0.040, -0.002, 0.019], [0.209, -0.067, -0.082], [-0.025, 0.100, 0.002], [-0.014, 0.012, -0.023], [0.050, 0.010, 0.058], [0.027, 0.004, -0.026], [-0.091, -0.066, 0.023], [-0.052, 0.058, 0.002], [-0.250, -0.416, 0.524], [-0.046, 0.076, 0.092], [0.011, 0.007, 0.005], [-0.053, -0.022, -0.066], [0.007, 0.024, -0.015], [0.022, 0.008, -0.014], [-0.182, 0.157, 0.067], [0.116, -0.070, 0.035], [0.002, -0.083, 0.115], [-0.037, 0.029, -0.019], [0.016, -0.090, 0.088], [-0.013, 0.027, 0.035], [-0.002, 0.002, -0.014], [0.001, 0.009, -0.004], [0.079, -0.075, -0.016], [-0.057, 0.059, -0.022], [-0.014, 0.035, -0.008], [0.135, -0.158, -0.038], [-0.006, -0.029, 0.017], [0.058, -0.074, -0.003], [0.036, -0.046, -0.030], [0.072, 0.169, 0.023], [0.006, -0.013, 0.022], [-0.015, -0.005, 0.027], [0.033, 0.004, -0.026], [-0.001, -0.005, -0.017], [-0.017, -0.012, 0.019], [-0.164, -0.120, 0.012]],
  "de_lowest_kj_mol": 0.0,
  "lumo_ev": -1.02,
  "energy_ha": -3731.01894
}

HOMO for every record listed, in sequence, given in eV: -7.92 -8.05 -8.67 -8.53.